2 unconnected molecules or ions with the total composition C8H12Br2Si, computed with ωB97M-V with the def2-TZVPD basis set.

Positions of all 23 atoms, in Å:
C1 -2.526 1.485 -0.745
Si1 -1.604 -0.139 -0.403
C2 -2.268 -0.700 1.298
C3 0.242 0.177 -0.239
C4 1.011 0.229 -1.406
C5 2.344 0.327 -1.226
C6 2.935 0.562 0.031
Br1 4.840 1.049 0.046
C7 2.153 0.565 1.136
C8 0.824 0.214 1.000
H1 -2.006 1.974 -1.570
H2 -3.515 1.263 -1.122
H3 -2.400 2.018 0.075
H4 -1.587 -1.173 -1.400
H5 -2.376 0.140 1.914
H6 -3.156 -1.224 1.191
H7 -1.562 -1.391 1.795
H8 0.553 0.175 -2.332
H9 2.877 0.395 -2.228
H10 2.603 0.814 2.106
H11 0.275 0.261 1.908
Br2 0.631 -3.677 -0.368
H12 1.713 -3.345 0.539

Results
- LUMO (eV) = 0.511
- largest force on an atom (eV/A) = 5.9
- spin multiplicity = 1
- calculated total energy (eV) = -156452.8159
- highest occupied orbital energy (eV) = -9.11
- Kohn-Sham gap (eV) = 9.6244
- SMILES = C[SiH](C)c1ccc(Br)cc1.Br

Let us look at the natural (NBO) charges, expressed in e, one per atom: number 1, C, carries -1.050; number 2, Si, carries 1.347; number 3, C, carries -1.069; number 4, C, carries -0.411; number 5, C, carries -0.199; number 6, C, carries -0.230; number 7, C, carries -0.052; number 8, Br, carries 0.023; number 9, C, carries -0.235; number 10, C, carries -0.213; number 11, H, carries 0.232; number 12, H, carries 0.239; number 13, H, carries 0.224; number 14, H, carries -0.191; number 15, H, carries 0.227; number 16, H, carries 0.235; number 17, H, carries 0.237; number 18, H, carries 0.213; number 19, H, carries 0.227; number 20, H, carries 0.228; number 21, H, carries 0.213; number 22, Br, carries -0.209; number 23, H, carries 0.213

---

A molecular structure, C30H30AsF6N2O5P2Ta, computed with ωB97M-V with the def2-TZVPD basis set.

Positions of all 77 atoms, in Å:
Ta1 -0.601 1.166 -1.044
O1 0.599 2.811 -0.162
C1 1.762 3.325 -0.885
C2 2.606 2.126 -1.215
N1 1.737 1.044 -1.772
C3 1.697 1.034 -3.250
C4 0.503 0.217 -3.686
O2 0.343 -0.397 -4.669
O3 -0.497 0.299 -2.676
C5 2.195 -0.276 -1.262
C6 1.545 -0.588 0.076
O4 1.919 -1.351 0.891
O5 0.335 0.099 0.201
H1 0.553 3.087 0.764
H2 2.295 4.034 -0.255
H3 1.381 3.848 -1.759
H4 3.065 1.747 -0.302
H5 3.407 2.374 -1.914
H6 2.603 0.617 -3.692
H7 1.566 2.053 -3.624
H8 3.279 -0.327 -1.167
H9 1.889 -1.072 -1.948
N2 -2.401 -1.198 1.171
P1 -1.068 -1.653 2.086
C7 -1.363 -3.148 2.958
C8 -1.694 -3.100 4.323
C9 -1.934 -4.283 4.998
C10 -1.814 -5.499 4.333
C11 -1.455 -5.550 2.989
C12 -1.224 -4.379 2.294
C13 -0.584 -0.362 3.163
C14 -1.230 0.884 3.177
C15 -0.803 1.857 4.061
C16 0.275 1.604 4.908
C17 0.933 0.379 4.879
C18 0.517 -0.607 4.002
P2 -2.595 -0.574 -0.405
C19 -4.233 0.135 -0.300
C20 -5.249 -0.320 -1.142
C21 -6.527 0.207 -1.015
C22 -6.789 1.175 -0.058
C23 -5.779 1.628 0.784
C24 -4.500 1.116 0.663
C25 -2.618 -1.922 -1.576
C26 -2.666 -3.241 -1.127
C27 -2.762 -4.277 -2.046
C28 -2.823 -3.997 -3.403
C29 -2.799 -2.681 -3.852
C30 -2.697 -1.641 -2.944
H10 -3.296 -1.498 1.555
H11 -1.783 -2.155 4.839
H12 -2.211 -4.259 6.043
H13 -1.991 -6.420 4.872
H14 -1.344 -6.504 2.493
H15 -0.905 -4.417 1.260
H16 -2.094 1.057 2.552
H17 -1.328 2.802 4.124
H18 0.595 2.366 5.607
H19 1.764 0.194 5.545
H20 1.031 -1.559 3.972
H21 -5.058 -1.086 -1.883
H22 -7.318 -0.148 -1.661
H23 -7.788 1.579 0.038
H24 -5.991 2.380 1.532
H25 -3.721 1.480 1.318
H26 -2.661 -3.469 -0.069
H27 -2.805 -5.301 -1.700
H28 -2.904 -4.807 -4.116
H29 -2.864 -2.466 -4.910
H30 -2.699 -0.623 -3.308
F1 -0.764 2.949 -2.273
As1 -2.508 3.533 -1.841
F2 -1.762 4.828 -1.099
F3 -2.756 4.135 -3.367
F4 -3.991 3.697 -1.107
F5 -2.774 1.869 -2.240
F6 -1.886 2.489 -0.168

Results
- LUMO (alpha / beta) (eV) = -9.706 / -10.538
- largest force on an atom (eV/A) = 0.8
- spin multiplicity = 2
- calculated total energy (eV) = -142067.7966
- highest occupied orbital energy (alpha / beta) (eV) = -16.54 / -16.95
- Kohn-Sham gap (alpha / beta) (eV) = 6.8383 / 6.4099
- total charge = +3

Let us look at the natural (NBO) charges, expressed in e, one per atom: number 1, Ta, carries 2.424; number 2, O, carries -0.753; number 3, C, carries -0.085; number 4, C, carries -0.261; number 5, N, carries -0.455; number 6, C, carries -0.357; number 7, C, carries 0.788; number 8, O, carries -0.391; number 9, O, carries -0.812; number 10, C, carries -0.353; number 11, C, carries 0.795; number 12, O, carries -0.444; number 13, O, carries -0.816; number 14, H, carries 0.553; number 15, H, carries 0.255; number 16, H, carries 0.226; number 17, H, carries 0.233; number 18, H, carries 0.260; number 19, H, carries 0.273; number 20, H, carries 0.270; number 21, H, carries 0.275; number 22, H, carries 0.267; number 23, N, carries -1.281; number 24, P, carries 1.560; number 25, C, carries -0.413; number 26, C, carries -0.169; number 27, C, carries -0.196; number 28, C, carries -0.109; number 29, C, carries -0.184; number 30, C, carries -0.191; number 31, C, carries -0.498; number 32, C, carries -0.135; number 33, C, carries -0.229; number 34, C, carries -0.127; number 35, C, carries -0.193; number 36, C, carries -0.143; number 37, P, carries 1.262; number 38, C, carries -0.373; number 39, C, carries -0.184; number 40, C, carries -0.188; number 41, C, carries -0.138; number 42, C, carries -0.183; number 43, C, carries -0.215; number 44, C, carries -0.477; number 45, C, carries -0.184; number 46, C, carries -0.181; number 47, C, carries -0.141; number 48, C, carries -0.205; number 49, C, carries -0.125; number 50, H, carries 0.460; number 51, H, carries 0.232; number 52, H, carries 0.254; number 53, H, carries 0.253; number 54, H, carries 0.250; number 55, H, carries 0.227; number 56, H, carries 0.204; number 57, H, carries 0.245; number 58, H, carries 0.252; number 59, H, carries 0.256; number 60, H, carries 0.247; number 61, H, carries 0.237; number 62, H, carries 0.252; number 63, H, carries 0.252; number 64, H, carries 0.244; number 65, H, carries 0.204; number 66, H, carries 0.217; number 67, H, carries 0.244; number 68, H, carries 0.252; number 69, H, carries 0.250; number 70, H, carries 0.216; number 71, F, carries -0.606; number 72, As, carries 2.872; number 73, F, carries -0.534; number 74, F, carries -0.526; number 75, F, carries -0.533; number 76, F, carries -0.557; number 77, F, carries -0.614

---

A molecular structure, C2H9IN4S, computed with ωB97M-V with the def2-TZVPD basis set.

Positions of all 17 atoms, in Å:
C1 -0.366 0.842 -0.145
C2 1.680 -1.902 0.466
N1 -0.910 2.002 0.039
N2 0.929 0.771 -0.265
N3 -2.268 2.075 0.327
N4 0.994 -1.069 -0.483
S1 -0.953 -0.825 -0.189
I1 -3.527 -0.337 -0.243
H1 2.488 -1.241 0.900
H2 0.999 -2.149 1.387
H3 2.096 -2.752 -0.043
H4 -0.223 2.748 0.186
H5 1.607 1.084 -0.910
H6 -2.513 1.851 1.239
H7 -2.572 3.020 0.063
H8 -4.252 -1.849 -0.201
H9 1.425 -1.347 -1.428

Results
- LUMO (alpha / beta) (eV) = -9.859 / -9.859
- largest force on an atom (eV/A) = 6.5
- spin multiplicity = 1
- calculated total energy (eV) = -27093.1996
- highest occupied orbital energy (alpha / beta) (eV) = -17.61 / -17.61
- Kohn-Sham gap (alpha / beta) (eV) = 7.7517 / 7.7512
- total charge = +2

Let us look at the natural (NBO) charges, expressed in e, one per atom: number 1, C, carries 0.315; number 2, C, carries -0.488; number 3, N, carries -0.347; number 4, N, carries -0.394; number 5, N, carries -0.643; number 6, N, carries -0.385; number 7, S, carries 0.440; number 8, I, carries 0.343; number 9, H, carries 0.281; number 10, H, carries 0.259; number 11, H, carries 0.276; number 12, H, carries 0.440; number 13, H, carries 0.459; number 14, H, carries 0.397; number 15, H, carries 0.425; number 16, H, carries 0.161; number 17, H, carries 0.460

---

16 unconnected molecules or ions with the total composition C22H68O20, computed with ωB97M-V with the def2-TZVPD basis set.

Positions of all 110 atoms, in Å:
C1 -2.790 -2.670 3.439
O1 -2.565 -1.343 2.993
H1 -2.585 -3.353 2.607
H2 -2.157 -2.963 4.277
H3 -3.861 -2.823 3.620
H4 -2.157 -0.765 3.670
C2 -0.300 -4.270 0.550
O2 -1.163 -5.397 0.741
H5 0.655 -4.310 1.072
H6 -0.088 -4.242 -0.519
H7 -0.877 -3.369 0.783
H8 -1.054 -5.766 1.620
C3 1.168 -1.976 5.452
O3 2.211 -2.467 6.280
H9 1.368 -0.941 5.177
H10 1.073 -2.548 4.526
H11 0.216 -1.958 5.997
H12 2.306 -3.409 6.119
C4 0.032 4.883 -1.704
O4 -0.597 3.662 -1.306
H13 0.650 4.682 -2.586
H14 -0.683 5.670 -1.944
H15 0.698 5.185 -0.898
H16 -1.166 3.394 -2.055
C5 -3.018 2.316 -3.135
O5 -2.176 3.385 -3.579
H17 -3.142 2.380 -2.052
H18 -3.966 2.194 -3.656
H19 -2.481 1.356 -3.220
H20 -2.091 3.258 -4.530
C6 2.215 -5.469 -2.237
O6 2.300 -4.103 -1.928
H21 2.033 -6.025 -1.317
H22 1.386 -5.703 -2.915
H23 3.129 -5.852 -2.704
H24 2.522 -3.588 -2.733
C7 0.617 1.659 -3.718
O7 1.369 2.581 -4.507
H25 -0.458 1.711 -3.954
H26 0.824 0.605 -3.925
H27 0.752 1.853 -2.662
H28 1.484 2.132 -5.352
C8 -1.698 -3.368 -2.753
O8 -0.618 -3.654 -3.618
H29 -2.605 -3.134 -3.310
H30 -1.870 -4.169 -2.026
H31 -1.456 -2.473 -2.164
H32 0.183 -3.333 -3.176
C9 3.759 1.715 4.582
O9 3.937 1.540 3.196
H33 4.677 1.546 5.143
H34 3.349 2.713 4.705
H35 2.985 1.049 4.977
H36 4.153 0.639 2.942
C10 2.610 -2.300 -5.475
O10 3.107 -2.844 -4.262
H37 3.458 -2.002 -6.098
H38 2.009 -3.046 -5.988
H39 1.974 -1.427 -5.298
H40 3.599 -2.123 -3.828
C11 -2.064 5.796 0.872
O11 -1.438 4.597 1.281
H41 -2.593 6.234 1.714
H42 -1.321 6.510 0.497
H43 -2.767 5.633 0.047
H44 -1.252 4.063 0.490
C12 -4.220 -1.849 -0.447
O12 -3.656 -0.801 -1.224
H45 -3.486 -2.268 0.239
H46 -5.087 -1.485 0.116
H47 -4.575 -2.695 -1.048
H48 -4.200 -0.685 -2.006
C13 -1.688 1.698 5.054
O13 -1.559 0.277 4.997
H49 -2.590 2.005 5.586
H50 -0.777 2.123 5.479
H51 -1.786 2.087 4.041
H52 -1.701 -0.138 5.852
C14 -4.492 1.048 2.180
O14 -5.118 -0.034 2.812
H53 -5.188 1.733 1.704
H54 -3.844 1.607 2.864
H55 -3.824 0.704 1.374
H56 -4.451 -0.609 3.211
C15 0.265 -0.006 1.746
C16 -0.408 -0.478 0.483
C17 -0.747 0.687 -0.477
O15 -0.191 0.264 -1.717
C18 0.574 -0.827 -1.542
O16 1.227 -1.291 -2.412
O17 0.480 -1.299 -0.290
H57 -0.471 0.536 2.346
H58 1.147 0.586 1.520
H59 0.471 -0.864 2.393
H60 -1.365 -0.968 0.674
H61 -0.259 1.615 -0.175
H62 -1.826 0.779 -0.589
C19 3.191 2.971 -1.374
C20 4.501 2.262 -1.165
C21 4.616 1.229 -0.056
O18 4.310 0.006 -0.753
C22 4.518 0.215 -2.080
O19 4.321 -0.567 -2.945
O20 4.885 1.484 -2.293
H63 2.402 2.256 -1.614
H64 3.202 3.633 -2.245
H65 2.896 3.659 -0.582
H66 5.273 3.020 -1.002
H67 3.872 1.412 0.719
H68 5.603 1.213 0.404

Results
- LUMO (eV) = 0.163
- largest force on an atom (eV/A) = 1.9
- spin multiplicity = 1
- calculated total energy (eV) = -64861.5639
- highest occupied orbital energy (eV) = -9.05
- Kohn-Sham gap (eV) = 9.2116

Atom charges from the Löwdin analysis, given in e for atoms 1 to 99: number 1, C, carries -0.126; number 2, O, carries -0.165; number 3, H, carries 0.066; number 4, H, carries 0.080; number 5, H, carries 0.083; number 6, H, carries 0.040; number 7, C, carries -0.140; number 8, O, carries -0.128; number 9, H, carries 0.090; number 10, H, carries 0.058; number 11, H, carries 0.055; number 12, H, carries 0.065; number 13, C, carries -0.167; number 14, O, carries -0.113; number 15, H, carries 0.060; number 16, H, carries 0.078; number 17, H, carries 0.068; number 18, H, carries 0.074; number 19, C, carries -0.123; number 20, O, carries -0.171; number 21, H, carries 0.078; number 22, H, carries 0.083; number 23, H, carries 0.082; number 24, H, carries 0.039; number 25, C, carries -0.134; number 26, O, carries -0.129; number 27, H, carries 0.084; number 28, H, carries 0.086; number 29, H, carries 0.074; number 30, H, carries 0.100; number 31, C, carries -0.179; number 32, O, carries -0.148; number 33, H, carries 0.071; number 34, H, carries 0.074; number 35, H, carries 0.076; number 36, H, carries 0.029; number 37, C, carries -0.151; number 38, O, carries -0.103; number 39, H, carries 0.064; number 40, H, carries 0.077; number 41, H, carries 0.047; number 42, H, carries 0.077; number 43, C, carries -0.158; number 44, O, carries -0.112; number 45, H, carries 0.078; number 46, H, carries 0.076; number 47, H, carries 0.065; number 48, H, carries 0.042; number 49, C, carries -0.151; number 50, O, carries -0.135; number 51, H, carries 0.080; number 52, H, carries 0.082; number 53, H, carries 0.063; number 54, H, carries 0.074; number 55, C, carries -0.129; number 56, O, carries -0.146; number 57, H, carries 0.081; number 58, H, carries 0.082; number 59, H, carries 0.069; number 60, H, carries 0.046; number 61, C, carries -0.177; number 62, O, carries -0.141; number 63, H, carries 0.074; number 64, H, carries 0.069; number 65, H, carries 0.079; number 66, H, carries 0.032; number 67, C, carries -0.139; number 68, O, carries -0.132; number 69, H, carries 0.068; number 70, H, carries 0.079; number 71, H, carries 0.083; number 72, H, carries 0.080; number 73, C, carries -0.111; number 74, O, carries -0.147; number 75, H, carries 0.088; number 76, H, carries 0.084; number 77, H, carries 0.071; number 78, H, carries 0.093; number 79, C, carries -0.170; number 80, O, carries -0.122; number 81, H, carries 0.081; number 82, H, carries 0.064; number 83, H, carries 0.064; number 84, H, carries 0.039; number 85, C, carries 0.000; number 86, C, carries -0.295; number 87, C, carries -0.076; number 88, O, carries 0.006; number 89, C, carries -0.568; number 90, O, carries 0.166; number 91, O, carries 0.098; number 92, H, carries 0.079; number 93, H, carries 0.088; number 94, H, carries 0.081; number 95, H, carries 0.123; number 96, H, carries 0.118; number 97, H, carries 0.109; number 98, C, carries -0.008; number 99, C, carries -0.315

---

2 unconnected molecules or ions with the total composition C2H2OS2, computed with ωB97M-V with the def2-TZVPD basis set.

Positions of all 7 atoms, in Å:
O1 0.941 2.103 0.013
C1 1.363 1.000 -0.011
C2 1.665 -0.185 -0.317
S1 2.129 -1.677 -0.259
S2 -2.493 0.082 0.365
H1 -1.111 -0.145 0.249
H2 -2.495 -1.178 -0.041

Results
- LUMO (alpha / beta) (eV) = -2.302 / -2.306
- largest force on an atom (eV/A) = 3.3
- spin multiplicity = 1
- calculated total energy (eV) = -25821.2813
- highest occupied orbital energy (alpha / beta) (eV) = -8.92 / -8.89
- Kohn-Sham gap (alpha / beta) (eV) = 6.6181 / 6.5804
- SMILES = O=C=C=S.S

Let us look at the natural (NBO) charges, expressed in e, one per atom: number 1, O, carries -0.399; number 2, C, carries 0.551; number 3, C, carries -0.463; number 4, S, carries 0.313; number 5, S, carries -0.283; number 6, H, carries 0.143; number 7, H, carries 0.138

---

A single C4H4O molecule, computed with ωB97M-V with the def2-TZVPD basis set.

Positions of all 9 atoms, in Å:
C1 -0.300 -1.859 -1.176
C2 0.077 -0.755 -0.876
C3 0.491 0.552 -0.349
C4 0.119 0.676 1.097
O1 1.093 1.377 -0.995
H1 -0.673 -2.795 -1.530
H2 0.361 -0.362 1.470
H3 -0.948 0.958 1.156
H4 0.662 1.520 1.546

Results
- LUMO (eV) = 0.367
- largest force on an atom (eV/A) = 1.6
- spin multiplicity = 1
- calculated total energy (eV) = -6257.8563
- highest occupied orbital energy (eV) = -10.37
- Kohn-Sham gap (eV) = 10.7373
- SMILES = C#CC(C)=O

Let us look at the natural (NBO) charges, expressed in e, one per atom: number 1, C, carries -0.148; number 2, C, carries -0.142; number 3, C, carries 0.519; number 4, C, carries -0.704; number 5, O, carries -0.491; number 6, H, carries 0.239; number 7, H, carries 0.240; number 8, H, carries 0.246; number 9, H, carries 0.241